The following is a DFT calculation (ωB97M-V/def2-TZVPD) of a 2-piece molecular cluster, C37H36N4O5 overall at a distorted geometry.

Last column: Mulliken charge in e.
Positions of all 82 atoms, in Å:
C 1.918 -2.190 3.992  -1.569
C 0.569 -1.512 4.182  1.598
C 0.223 -1.365 5.669  -1.574
O 0.574 -0.185 3.617  -0.368
C 0.657 -0.123 2.239  0.554
O 1.073 0.898 1.720  -0.772
C 0.202 -1.278 1.509  1.433
C 0.375 -1.330 0.052  -2.013
C 1.763 -1.828 -0.360  0.274
C 1.986 -3.195 -0.524  -0.215
C 3.251 -3.649 -0.896  -0.830
C 4.298 -2.737 -1.075  0.576
C 5.602 -3.203 -1.469  0.038
N 6.664 -3.581 -1.788  -0.563
C 4.075 -1.370 -0.870  -0.859
C 2.811 -0.919 -0.493  -0.181
C -0.470 -2.349 2.199  0.167
O -1.028 -3.282 1.649  -0.792
O -0.493 -2.280 3.580  -0.319
H 2.176 -2.299 2.931  0.232
H 2.689 -1.597 4.498  0.388
H 1.890 -3.179 4.465  0.392
H -0.745 -0.872 5.788  0.161
H 0.177 -2.350 6.142  0.391
H 0.986 -0.768 6.174  0.453
H -0.381 -2.029 -0.329  0.479
H 0.237 -0.306 -0.325  0.337
H 1.160 -3.889 -0.352  0.432
H 3.424 -4.714 -1.053  0.412
H 4.888 -0.657 -1.007  0.412
H 2.620 0.137 -0.288  0.420
C -7.978 -3.458 5.552  -0.962
N -6.847 -2.559 5.596  0.308
C -6.306 -2.174 6.787  0.218
O -6.710 -2.509 7.898  -0.696
C -5.115 -1.258 6.478  -0.077
C -3.804 -1.835 7.013  -0.297
C -3.793 -1.956 8.522  0.441
C -3.658 -3.210 9.125  -0.282
C -3.692 -3.325 10.514  -0.664
C -3.857 -2.180 11.303  -0.402
C -3.982 -0.923 10.700  -0.779
C -3.946 -0.811 9.307  -0.144
N -5.161 -1.165 5.016  0.573
C -4.293 -0.404 4.315  0.596
C -4.286 -0.324 2.927  0.677
C -3.452 0.451 2.129  -0.773
C -3.558 0.495 0.700  0.965
C -2.705 1.338 -0.062  -0.366
C -2.796 1.393 -1.443  -0.818
C -3.737 0.603 -2.125  0.729
C -3.830 0.647 -3.558  -0.134
N -3.908 0.678 -4.726  -0.477
C -4.591 -0.233 -1.397  -0.975
C -4.512 -0.288 -0.014  -0.327
C -6.223 -1.986 4.408  0.105
C -5.643 -3.125 3.555  -1.542
C -7.256 -1.120 3.674  -1.574
H -8.244 -3.742 6.575  0.388
H -8.844 -2.977 5.081  0.299
H -7.736 -4.363 4.982  0.310
H -5.313 -0.265 6.928  0.455
H -3.661 -2.827 6.554  0.405
H -2.982 -1.186 6.669  -0.022
H -3.552 -4.089 8.484  0.353
H -3.598 -4.311 10.973  0.374
H -3.886 -2.268 12.390  0.376
H -4.115 -0.024 11.304  0.376
H -4.047 0.159 8.813  0.333
H -3.577 0.181 4.900  0.558
H -5.023 -0.930 2.411  -1.030
H -2.711 1.098 2.604  0.327
H -1.970 1.951 0.464  0.328
H -2.139 2.048 -2.017  0.467
H -5.325 -0.846 -1.924  0.443
H -5.195 -0.952 0.517  0.337
H -4.989 -3.745 4.185  0.325
H -6.460 -3.739 3.159  0.477
H -5.043 -2.755 2.722  0.469
H -7.674 -0.398 4.389  0.382
H -6.811 -0.560 2.851  0.397
H -8.059 -1.754 3.281  0.455

As for the LUMO energy: -3.1 eV. The total energy is -2026.719659 Eh. For the orbital gap, the calculation gives 3.50 eV. Its HOMO energy is -6.6 eV.